## i
An isolated molecule of C3H10N2O. Source: the Open Molecules 2025 dataset; level of theory: ωB97M-V/def2-TZVPD.

Geometry as XYZ:
```
16
Properties=species:S:1:pos:R:3
C 1.935 -0.241 -0.664
C 1.189 0.478 0.394
O 0.644 1.691 -0.198
C -0.315 -0.491 0.867
N -1.263 -0.549 -0.210
N -2.586 0.046 -0.239
H 2.739 -0.795 -0.363
H 1.250 -0.905 -1.269
H 2.236 0.568 -1.400
H 1.607 0.731 1.384
H 0.031 1.327 -0.878
H 0.145 -1.470 1.183
H -0.662 0.140 1.726
H -1.269 -1.428 -0.824
H -3.122 -0.208 0.653
H -2.558 1.105 -0.161
```

- gap between HOMO and LUMO (eV) = 9.38
- structure (SMILES) = C[C@@H](O)CNN
- E_HOMO (Eh) = -0.306

From a Mulliken analysis of the wavefunction, the atomic charges in e read: atom 1 (C): -1.21, atom 2 (C): 0.07, atom 3 (O): -0.56, atom 4 (C): -0.66, atom 5 (N): -0.07, atom 6 (N): -0.70, atom 7 (H): 0.39, atom 8 (H): 0.25, atom 9 (H): 0.31, atom 10 (H): 0.42, atom 11 (H): 0.34, atom 12 (H): 0.31, atom 13 (H): 0.37, atom 14 (H): 0.24, atom 15 (H): 0.25, atom 16 (H): 0.25

## ii
An isolated molecule of C3H10N2O. Source: the Open Molecules 2025 dataset; level of theory: ωB97M-V/def2-TZVPD.

Geometry as XYZ:
```
16
Properties=species:S:1:pos:R:3
N -1.452 -1.219 1.955
C -0.359 -0.488 1.157
N -0.727 -0.689 -0.226
C -0.267 0.359 -1.133
C 1.273 0.539 -0.972
O 1.784 1.164 -2.167
H -1.434 -0.697 2.829
H -0.969 -2.091 2.162
H 0.666 -0.814 1.340
H -0.385 0.571 1.451
H -1.655 -1.027 -0.363
H -0.724 1.346 -0.956
H -0.455 0.219 -2.196
H 1.644 -0.462 -0.749
H 1.524 1.187 -0.130
H 1.537 2.101 -2.002
```

- gap between HOMO and LUMO (eV) = 9.48
- structure (SMILES) = NCNCCO
- E_HOMO (Eh) = -0.317

From a Mulliken analysis of the wavefunction, the atomic charges in e read: atom 1 (N): -0.70, atom 2 (C): -0.30, atom 3 (N): -0.38, atom 4 (C): -0.47, atom 5 (C): -0.54, atom 6 (O): -0.54, atom 7 (H): 0.26, atom 8 (H): 0.26, atom 9 (H): 0.21, atom 10 (H): 0.29, atom 11 (H): 0.25, atom 12 (H): 0.29, atom 13 (H): 0.41, atom 14 (H): 0.40, atom 15 (H): 0.23, atom 16 (H): 0.33

## iii
A 2-piece molecular cluster, C3H10N2O overall. Source: the Open Molecules 2025 dataset; level of theory: ωB97M-V/def2-TZVPD.

Geometry as XYZ:
```
16
Properties=species:S:1:pos:R:3
N -2.715 -0.463 0.467
C -2.010 -0.148 1.580
O -0.960 0.444 1.600
H -2.404 -0.151 -0.437
H -3.556 -1.007 0.586
H -2.495 -0.535 2.496
C 2.525 0.374 -2.118
C 1.301 0.018 -1.264
N 1.662 -0.262 0.116
H 3.064 1.230 -1.706
H 2.166 0.557 -3.141
H 3.235 -0.452 -2.253
H 0.811 -0.851 -1.719
H 0.660 0.882 -1.373
H 1.119 0.143 0.862
H 2.638 -0.034 0.242
```

- gap between HOMO and LUMO (eV) = 9.44
- structure (SMILES) = NC=O.CCN
- E_HOMO (Eh) = -0.314

From a Mulliken analysis of the wavefunction, the atomic charges in e read: atom 1 (N): -0.31, atom 2 (C): 0.12, atom 3 (O): -0.54, atom 4 (H): 0.23, atom 5 (H): 0.21, atom 6 (H): 0.28, atom 7 (C): -1.31, atom 8 (C): -0.06, atom 9 (N): -0.53, atom 10 (H): 0.39, atom 11 (H): 0.34, atom 12 (H): 0.33, atom 13 (H): 0.23, atom 14 (H): 0.18, atom 15 (H): 0.25, atom 16 (H): 0.20

Stability, highest: iii

## i
A 2-piece molecular cluster, C3H10N2O overall. Source: the Open Molecules 2025 dataset; level of theory: ωB97M-V/def2-TZVPD.

Geometry as XYZ:
```
16
Properties=species:S:1:pos:R:3
C 0.209 -0.178 0.984
N 0.339 -0.166 -0.491
C 0.119 -1.508 -0.941
O -0.463 -1.594 -2.234
C 0.473 1.165 1.597
N -0.360 2.247 1.063
H 0.683 -1.087 1.381
H -0.848 -0.337 1.229
H -1.235 0.412 -0.901
H 1.093 -2.022 -1.002
H -0.524 -2.121 -0.255
H -0.602 -0.635 -2.348
H 0.350 1.124 2.709
H 1.499 1.497 1.392
H -1.155 2.594 1.575
H -0.652 1.932 0.139
```

- gap between HOMO and LUMO (eV) = 8.47
- E_HOMO (Eh) = -0.339

From a Mulliken analysis of the wavefunction, the atomic charges in e read: atom 1 (C): -0.61, atom 2 (N): -0.53, atom 3 (C): -0.24, atom 4 (O): -0.47, atom 5 (C): -0.47, atom 6 (N): -0.53, atom 7 (H): 0.50, atom 8 (H): 0.32, atom 9 (H): 0.14, atom 10 (H): 0.30, atom 11 (H): 0.23, atom 12 (H): 0.33, atom 13 (H): 0.34, atom 14 (H): 0.25, atom 15 (H): 0.23, atom 16 (H): 0.19

## ii
A 2-piece molecular cluster, C3H10N2O overall. Source: the Open Molecules 2025 dataset; level of theory: ωB97M-V/def2-TZVPD.

Geometry as XYZ:
```
16
Properties=species:S:1:pos:R:3
C 1.990 -0.348 -0.830
C 1.948 -0.274 0.534
N 1.331 0.671 1.304
H 2.900 -0.618 -1.335
H 1.080 -0.036 -1.331
H 2.630 -0.895 1.115
H 0.456 1.170 1.244
H 1.777 0.981 2.148
N -1.760 -1.032 -0.297
C -1.777 0.409 -0.584
O -1.725 1.181 0.596
H -0.892 -1.506 -0.528
H -2.459 -1.443 -0.903
H -2.689 0.587 -1.161
H -0.937 0.661 -1.231
H -1.871 0.491 1.262
```

- gap between HOMO and LUMO (eV) = 8.81
- structure (SMILES) = C=CN.NCO
- E_HOMO (Eh) = -0.286

From a Mulliken analysis of the wavefunction, the atomic charges in e read: atom 1 (C): -0.69, atom 2 (C): 0.01, atom 3 (N): -0.32, atom 4 (H): 0.27, atom 5 (H): 0.09, atom 6 (H): 0.29, atom 7 (H): 0.19, atom 8 (H): 0.19, atom 9 (N): -0.62, atom 10 (C): -0.19, atom 11 (O): -0.55, atom 12 (H): 0.25, atom 13 (H): 0.23, atom 14 (H): 0.37, atom 15 (H): 0.18, atom 16 (H): 0.31

## iii
A 2-piece molecular cluster, C3H10N2O overall. Source: the Open Molecules 2025 dataset; level of theory: ωB97M-V/def2-TZVPD.

Geometry as XYZ:
```
16
Properties=species:S:1:pos:R:3
C 2.457 0.280 0.438
C 0.934 0.482 -0.016
N 0.439 -0.532 -0.878
C -0.010 1.044 0.907
N -1.508 0.824 0.732
H 3.065 1.015 -0.307
H 2.430 0.757 1.461
H 3.007 -0.814 0.353
H 1.011 -0.759 -1.745
H -0.324 -1.183 -0.712
H 0.376 1.109 1.933
H -2.276 1.022 1.469
H -1.688 1.616 0.079
O -2.288 -1.800 -1.043
H -3.201 -1.757 -0.802
H -2.423 -1.303 -1.868
```

- gap between HOMO and LUMO (eV) = 8.04
- structure (SMILES) = C/C(N)=C/N.O
- E_HOMO (Eh) = -0.265

From a Mulliken analysis of the wavefunction, the atomic charges in e read: atom 1 (C): -0.87, atom 2 (C): 0.40, atom 3 (N): -0.37, atom 4 (C): -0.41, atom 5 (N): -0.47, atom 6 (H): 0.23, atom 7 (H): 0.27, atom 8 (H): 0.26, atom 9 (H): 0.19, atom 10 (H): 0.21, atom 11 (H): 0.14, atom 12 (H): 0.24, atom 13 (H): 0.24, atom 14 (O): -0.64, atom 15 (H): 0.29, atom 16 (H): 0.31

Stability, highest: ii

## i
An isolated molecule of C10H8N2. Source: the Open Molecules 2025 dataset; level of theory: ωB97M-V/def2-TZVPD.

Geometry as XYZ:
```
20
Properties=species:S:1:pos:R:3
C -3.390 -0.019 -0.049
C -2.698 1.028 0.328
C -1.311 1.091 0.367
C -0.586 -0.046 0.037
C 0.860 -0.012 -0.013
N 1.490 -1.162 0.336
C 2.864 -1.124 0.407
C 3.535 0.028 -0.023
C 2.799 1.078 -0.445
N 1.540 1.059 -0.427
C -1.255 -1.203 -0.371
C -2.654 -1.134 -0.346
H -4.469 0.004 -0.052
H -3.266 2.176 0.617
H -0.710 1.996 0.695
H 3.367 -2.015 0.821
H 4.384 0.114 0.094
H 3.161 2.036 -0.709
H -0.642 -1.971 -0.608
H -3.019 -1.925 -0.658
```

- gap between HOMO and LUMO (eV) = 9.62
- structure (SMILES) = c1ccc(-c2ncccn2)cc1
- E_HOMO (Eh) = -0.334

From a Mulliken analysis of the wavefunction, the atomic charges in e read: atom 1 (C): -0.66, atom 2 (C): 0.00, atom 3 (C): -0.52, atom 4 (C): 0.92, atom 5 (C): 0.23, atom 6 (N): -0.57, atom 7 (C): -0.14, atom 8 (C): -0.94, atom 9 (C): -0.11, atom 10 (N): -0.57, atom 11 (C): -0.70, atom 12 (C): -0.59, atom 13 (H): 0.40, atom 14 (H): 0.09, atom 15 (H): 0.30, atom 16 (H): 0.40, atom 17 (H): 0.77, atom 18 (H): 0.48, atom 19 (H): 0.58, atom 20 (H): 0.62

## ii
An isolated molecule of C10H8N2. Source: the Open Molecules 2025 dataset; level of theory: ωB97M-V/def2-TZVPD.

Geometry as XYZ:
```
20
Properties=species:S:1:pos:R:3
C 2.000 -2.608 0.793
C 0.658 -2.728 0.611
C -0.218 -1.683 0.327
C 0.373 -0.470 0.107
C -0.457 0.696 -0.237
N -1.515 0.913 0.592
C -2.322 1.963 0.256
C -2.086 2.749 -0.847
C -1.101 2.442 -1.597
N -0.192 1.463 -1.321
C 1.733 -0.200 0.318
C 2.602 -1.243 0.720
H 2.572 -3.485 1.059
H 0.321 -3.877 0.785
H -1.331 -1.905 0.161
H -3.305 2.074 0.937
H -2.796 3.638 -1.006
H -0.756 2.987 -2.496
H 2.111 0.620 0.017
H 3.708 -1.344 0.820
```

- gap between HOMO and LUMO (eV) = 9.73
- structure (SMILES) = c1ccc(-c2ncccn2)cc1
- E_HOMO (Eh) = -0.337

From a Mulliken analysis of the wavefunction, the atomic charges in e read: atom 1 (C): -0.34, atom 2 (C): -0.26, atom 3 (C): -0.33, atom 4 (C): 0.89, atom 5 (C): 0.29, atom 6 (N): -0.56, atom 7 (C): 0.04, atom 8 (C): -0.44, atom 9 (C): -0.09, atom 10 (N): -0.58, atom 11 (C): -0.70, atom 12 (C): -0.58, atom 13 (H): 0.37, atom 14 (H): 0.15, atom 15 (H): 0.29, atom 16 (H): 0.30, atom 17 (H): 0.27, atom 18 (H): 0.41, atom 19 (H): 0.58, atom 20 (H): 0.30

Stability, highest: ii

## i
A 2-piece molecular cluster, C2H4NO2 overall. Source: the Open Molecules 2025 dataset; level of theory: ωB97M-V/def2-TZVPD.

Geometry as XYZ:
```
9
Properties=species:S:1:pos:R:3
C -0.761 -0.211 -0.201
C 0.326 0.272 0.336
N 3.414 -0.077 0.251
O 4.640 -0.384 0.122
O 2.826 0.495 -0.728
H -0.943 -1.235 -0.321
H -1.680 0.384 -0.473
H 0.255 1.411 0.574
H 1.130 -0.425 0.577
```

- gap between HOMO and LUMO (eV) = 7.28
- E_HOMO (Eh) = -0.114
- net charge = -1

From a Mulliken analysis of the wavefunction, the atomic charges in e read: atom 1 (C): -0.61, atom 2 (C): -0.31, atom 3 (N): -0.04, atom 4 (O): -0.51, atom 5 (O): -0.44, atom 6 (H): 0.26, atom 7 (H): 0.18, atom 8 (H): 0.16, atom 9 (H): 0.31

## ii
An isolated ion of composition C2H4NO2 and charge -1. Source: the Open Molecules 2025 dataset; level of theory: ωB97M-V/def2-TZVPD.

Geometry as XYZ:
```
9
Properties=species:S:1:pos:R:3
C 0.538 -0.355 -0.602
C 0.179 0.669 0.405
N -0.377 -1.234 -0.034
O -0.177 -1.965 1.032
O -0.753 1.721 -0.064
H 0.297 -0.055 -1.606
H 1.781 -0.541 -0.753
H 0.157 0.447 1.456
H -1.645 1.312 0.166
```

- gap between HOMO and LUMO (spin up / spin down) (eV) = 6.16 / 6.35
- E_HOMO (spin up / spin down) (Eh) = -0.063 / -0.070
- net charge = -1

From a Mulliken analysis of the wavefunction, the atomic charges in e read: atom 1 (C): 0.10, atom 2 (C): -0.70, atom 3 (N): -0.32, atom 4 (O): -0.58, atom 5 (O): -0.49, atom 6 (H): 0.15, atom 7 (H): 0.17, atom 8 (H): 0.38, atom 9 (H): 0.29

## iii
An isolated ion of composition C2H4NO2 and charge -1. Source: the Open Molecules 2025 dataset; level of theory: ωB97M-V/def2-TZVPD.

Geometry as XYZ:
```
9
Properties=species:S:1:pos:R:3
N -1.269 0.248 -0.014
C 0.162 0.490 0.009
C 1.018 -0.932 -0.142
O 1.652 -1.035 0.876
O 0.953 -1.662 -1.115
H -1.784 1.091 -0.261
H -1.643 -0.170 0.788
H 0.495 1.053 0.863
H 0.416 0.918 -1.003
```

- gap between HOMO and LUMO (eV) = 7.71
- structure (SMILES) = NCC(=O)[O-]
- E_HOMO (Eh) = -0.118
- net charge = -1

From a Mulliken analysis of the wavefunction, the atomic charges in e read: atom 1 (N): -0.50, atom 2 (C): -0.38, atom 3 (C): 0.50, atom 4 (O): -0.67, atom 5 (O): -0.71, atom 6 (H): 0.16, atom 7 (H): 0.17, atom 8 (H): 0.22, atom 9 (H): 0.22

Stability, highest: iii

## i
An isolated molecule of C2H3N3O3. Source: the Open Molecules 2025 dataset; level of theory: ωB97M-V/def2-TZVPD.

Geometry as XYZ:
```
11
Properties=species:S:1:pos:R:3
O 2.226 0.431 -0.353
C 1.157 -0.043 -0.071
N 0.636 -1.227 0.208
N -0.709 -1.269 -0.309
C -1.161 0.087 -0.252
O -2.307 0.398 -0.195
N -0.019 0.771 -0.110
O 0.006 2.171 -0.064
H 1.378 -1.904 -0.203
H -1.204 -1.815 0.530
H -0.004 2.399 0.819
```

- gap between HOMO and LUMO (eV) = 11.04
- structure (SMILES) = O=c1[nH][nH]c(=O)n1O
- E_HOMO (Eh) = -0.388

From a Mulliken analysis of the wavefunction, the atomic charges in e read: atom 1 (O): -0.54, atom 2 (C): 0.34, atom 3 (N): -0.23, atom 4 (N): -0.31, atom 5 (C): 0.42, atom 6 (O): -0.54, atom 7 (N): 0.26, atom 8 (O): -0.38, atom 9 (H): 0.33, atom 10 (H): 0.33, atom 11 (H): 0.32

## ii
An isolated molecule of C2H3N3O3. Source: the Open Molecules 2025 dataset; level of theory: ωB97M-V/def2-TZVPD.

Geometry as XYZ:
```
11
Properties=species:S:1:pos:R:3
H 3.477 -0.147 -0.478
N 2.507 -0.672 -0.273
C 1.332 -0.205 -0.140
N 0.903 1.093 0.106
O -0.305 0.986 -0.114
C -0.894 -0.328 0.075
N -2.005 -0.825 0.229
O -2.923 0.176 -0.326
O 0.270 -1.121 0.120
H 1.378 1.438 1.121
H -3.739 -0.396 -0.320
```

- gap between HOMO and LUMO (eV) = 9.84
- structure (SMILES) = [H]/N=c1\[nH]o/c(=N\O)o1
- E_HOMO (Eh) = -0.350

From a Mulliken analysis of the wavefunction, the atomic charges in e read: atom 1 (H): 0.29, atom 2 (N): -0.63, atom 3 (C): 0.48, atom 4 (N): -0.15, atom 5 (O): -0.24, atom 6 (C): 0.68, atom 7 (N): -0.36, atom 8 (O): -0.39, atom 9 (O): -0.34, atom 10 (H): 0.29, atom 11 (H): 0.37

Stability, highest: i

## i
An isolated molecule of C2H3N3O3. Source: the Open Molecules 2025 dataset; level of theory: ωB97M-V/def2-TZVPD.

Geometry as XYZ:
```
11
Properties=species:S:1:pos:R:3
H -2.515 1.109 0.024
N -1.629 1.608 0.022
C -0.690 0.769 -0.102
O 0.631 1.102 0.006
C 1.382 -0.052 0.050
O 2.557 -0.018 0.209
O 0.600 -1.064 -0.285
N -0.738 -0.600 -0.337
N -1.584 -1.405 0.344
H -2.155 -0.938 1.006
H -2.124 -1.860 -0.361
```

- gap between HOMO and LUMO (eV) = 10.57
- structure (SMILES) = [H]/N=c1/oc(=O)on1N
- E_HOMO (Eh) = -0.374

From a Mulliken analysis of the wavefunction, the atomic charges in e read: atom 1 (H): 0.23, atom 2 (N): -0.64, atom 3 (C): 0.47, atom 4 (O): -0.30, atom 5 (C): 0.60, atom 6 (O): -0.48, atom 7 (O): -0.22, atom 8 (N): 0.39, atom 9 (N): -0.57, atom 10 (H): 0.24, atom 11 (H): 0.28

## ii
An isolated molecule of C2H3N3O3. Source: the Open Molecules 2025 dataset; level of theory: ωB97M-V/def2-TZVPD.

Geometry as XYZ:
```
11
Properties=species:S:1:pos:R:3
N -0.208 2.245 -0.715
C 0.126 1.107 0.114
N 0.635 1.103 1.259
O 0.908 -0.295 1.445
C 0.299 -1.049 0.529
N 0.122 -2.266 0.492
O -0.643 -2.561 -0.677
O 0.055 -0.125 -0.415
H -1.190 2.497 -0.598
H 0.508 2.895 -0.796
H -0.613 -3.552 -0.637
```

- gap between HOMO and LUMO (eV) = 9.82
- structure (SMILES) = Nc1no/c(=N/O)o1
- E_HOMO (Eh) = -0.340

From a Mulliken analysis of the wavefunction, the atomic charges in e read: atom 1 (N): -0.43, atom 2 (C): 0.39, atom 3 (N): -0.25, atom 4 (O): -0.24, atom 5 (C): 0.84, atom 6 (N): -0.47, atom 7 (O): -0.39, atom 8 (O): -0.33, atom 9 (H): 0.25, atom 10 (H): 0.25, atom 11 (H): 0.38

Stability, highest: i